(1)
{"formula": "C4H7N", "method": "ωB97M-V/def2-TZVPD", "gap_ev": 12.176, "smiles": "CC(C)C#N", "de_lowest_ev": 0.462, "spin_multiplicity": 1, "elements": ["C", "C", "C", "C", "N", "H", "H", "H", "H", "H", "H", "H"], "positions_angstrom": [[0.199, 1.333, -0.352], [-0.449, 0.016, 0.188], [0.651, -1.053, 0.700], [-1.265, -0.561, -0.887], [-1.818, -1.181, -1.733], [0.899, 1.138, -1.135], [0.770, 1.825, 0.435], [-0.577, 1.962, -0.775], [-1.067, 0.327, 1.061], [1.429, -0.503, 1.328], [0.060, -1.772, 1.365], [1.168, -1.532, -0.195]]}



(2)
{"formula": "C16H20AsCeCl2N2Te", "method": "ωB97M-V/def2-TZVPD", "gap_ev": [7.123, 7.122], "s2": 0.751, "de_lowest_ev": 0.000, "spin_multiplicity": 2, "elements": ["Ce", "C", "C", "C", "C", "C", "C", "N", "N", "C", "C", "C", "C", "C", "C", "H", "H", "H", "H", "H", "H", "H", "H", "H", "Cl", "C", "Cl", "H", "H", "Te", "C", "As", "C", "C", "H", "H", "H", "H", "H", "H", "H", "H", "H"], "positions_angstrom": [[5.170, 9.743, 9.742], [8.894, 8.795, 14.196], [7.917, 7.813, 14.272], [7.188, 7.500, 13.138], [7.577, 8.116, 11.914], [8.594, 9.076, 11.848], [9.210, 9.487, 12.989], [6.902, 7.806, 10.688], [6.557, 6.647, 10.572], [5.888, 6.420, 9.363], [5.981, 5.140, 8.858], [5.266, 4.815, 7.711], [4.379, 5.755, 7.256], [4.387, 7.083, 7.717], [5.197, 7.485, 8.779], [9.431, 8.998, 15.127], [7.816, 7.323, 15.256], [6.435, 6.763, 13.214], [8.815, 9.548, 10.827], [10.057, 10.188, 12.976], [6.650, 4.493, 9.368], [5.529, 3.914, 7.148], [3.921, 5.407, 6.307], [3.691, 7.745, 7.181], [3.672, 10.376, 11.860], [9.268, 12.634, 8.684], [5.276, 11.051, 7.594], [9.312, 13.623, 8.355], [9.275, 11.789, 8.049], [9.915, 12.862, 10.374], [10.974, 8.043, 7.488], [9.132, 7.271, 7.355], [9.563, 6.237, 5.649], [9.494, 5.750, 8.549], [11.554, 7.101, 7.500], [11.107, 8.632, 8.382], [11.265, 8.554, 6.561], [9.628, 6.844, 4.691], [8.869, 5.421, 5.521], [10.556, 5.895, 5.716], [10.261, 5.090, 8.179], [8.578, 5.187, 8.660], [9.671, 6.115, 9.581]]}



(3)
{"formula": "C4H8NO", "method": "ωB97M-V/def2-TZVPD", "gap_ev": [6.372, 6.372], "de_lowest_ev": 4.896, "spin_multiplicity": 1, "total_charge": 1, "elements": ["C", "C", "C", "C", "N", "O", "H", "H", "H", "H", "H", "H", "H", "H"], "positions_angstrom": [[1.100, 1.545, 2.691], [0.635, -1.348, 0.130], [-0.314, 0.258, -1.341], [-0.467, -0.856, -0.291], [0.640, 1.016, 1.576], [1.640, -1.832, 0.259], [0.538, 1.021, 3.937], [2.156, 1.582, 2.636], [0.693, 0.776, -1.294], [-1.163, 0.974, -1.232], [-0.477, -0.078, -2.461], [-0.307, 0.903, 1.161], [-1.456, -0.969, -0.072], [1.099, 1.159, 0.759]]}



(4)
{"formula": "C31H67BFN8O10S2", "method": "ωB97M-V/def2-TZVPD", "gap_ev": 8.205, "spin_multiplicity": 1, "total_charge": 1, "elements": ["C", "C", "O", "C", "O", "C", "C", "C", "N", "C", "N", "N", "C", "C", "S", "C", "C", "B", "C", "O", "C", "C", "C", "F", "S", "C", "O", "O", "H", "H", "H", "H", "H", "H", "H", "H", "H", "H", "H", "H", "H", "H", "H", "H", "H", "H", "H", "H", "H", "H", "H", "H", "H", "H", "H", "H", "H", "H", "H", "H", "C", "O", "N", "C", "C", "H", "H", "H", "H", "H", "H", "H", "C", "O", "N", "C", "C", "H", "H", "H", "H", "H", "H", "H", "C", "O", "N", "C", "C", "H", "H", "H", "H", "H", "H", "H", "C", "O", "N", "C", "C", "H", "H", "H", "H", "H", "H", "H", "C", "O", "N", "C", "C", "H", "H", "H", "H", "H", "H", "H"], "positions_angstrom": [[1.993, -1.403, 0.116], [3.072, -0.324, 0.117], [2.852, 0.586, 1.217], [2.982, 1.880, 0.940], [3.757, 2.319, 0.151], [2.031, 2.737, 1.744], [1.550, 3.944, 0.926], [0.029, 3.965, 0.674], [-0.302, 3.928, -0.782], [-0.838, 5.091, -1.256], [-0.258, 6.268, -1.047], [-1.945, 4.907, -1.971], [-2.527, 3.604, -1.529], [-3.293, 3.937, -0.196], [-5.050, 3.469, -0.130], [-5.209, 2.726, 1.507], [-6.696, 2.390, 1.701], [-3.653, 3.098, -2.589], [-4.048, 1.620, -2.913], [-4.228, 4.167, -3.212], [-1.184, 2.869, -1.362], [-1.149, 1.464, -0.727], [-2.217, 1.072, 0.270], [0.094, 1.291, -0.112], [-0.358, 2.623, -3.041], [1.225, 1.915, -2.714], [-1.181, 1.700, -3.784], [-0.134, 3.897, -3.679], [1.227, -1.182, 0.858], [1.489, -1.435, -0.850], [2.396, -2.396, 0.287], [4.057, -0.777, 0.219], [3.082, 0.211, -0.831], [1.218, 2.094, 2.072], [2.565, 3.062, 2.638], [1.880, 4.882, 1.369], [2.038, 3.885, -0.047], [-0.398, 3.095, 1.157], [-0.409, 4.845, 1.141], [0.743, 6.319, -0.944], [-0.781, 7.122, -0.958], [-2.581, 5.692, -2.055], [-3.237, 5.008, -0.003], [-2.816, 3.456, 0.655], [-4.900, 3.440, 2.268], [-4.602, 1.827, 1.595], [-7.156, 2.180, 0.733], [-6.819, 1.503, 2.314], [-7.230, 3.241, 2.116], [-4.684, 1.254, -2.099], [-4.654, 1.556, -3.817], [-3.200, 0.946, -2.971], [-5.125, 3.978, -3.517], [-1.183, 0.738, -1.542], [-2.025, 1.530, 1.241], [-2.141, -0.004, 0.423], [-3.220, 1.297, -0.082], [1.525, 2.116, -1.690], [1.229, 0.858, -2.958], [1.920, 2.435, -3.366], [-0.151, -4.894, -0.081], [0.705, -4.214, -0.623], [-0.212, -5.148, 1.235], [-1.265, -5.964, 1.816], [0.813, -4.588, 2.099], [-0.967, -5.371, -0.650], [-1.826, -5.393, 2.550], [-0.836, -6.839, 2.309], [-1.935, -6.300, 1.026], [0.811, -3.500, 2.035], [1.799, -4.943, 1.793], [0.609, -4.886, 3.123], [-0.850, -4.877, 5.898], [-1.263, -4.793, 4.751], [-0.508, -6.024, 6.500], [-0.019, -6.069, 7.870], [-0.634, -7.265, 5.753], [-0.725, -3.993, 6.544], [0.979, -6.501, 7.891], [-0.686, -6.682, 8.477], [0.022, -5.067, 8.288], [-0.012, -7.234, 4.858], [-1.667, -7.417, 5.441], [-0.320, -8.093, 6.382], [4.110, 1.257, -5.153], [3.721, 1.346, -3.997], [4.944, 2.126, -5.738], [5.380, 1.972, -7.114], [5.429, 3.256, -4.961], [3.800, 0.433, -5.814], [6.465, 1.873, -7.160], [5.081, 2.839, -7.706], [4.928, 1.081, -7.544], [5.969, 2.907, -4.081], [4.594, 3.870, -4.624], [6.092, 3.856, -5.579], [3.560, -6.356, 8.226], [3.096, -6.170, 9.333], [4.487, -5.580, 7.635], [4.997, -5.860, 6.309], [4.987, -4.426, 8.364], [3.249, -7.210, 7.597], [6.075, -6.026, 6.340], [4.791, -5.025, 5.636], [4.519, -6.754, 5.913], [5.447, -4.740, 9.301], [4.171, -3.745, 8.603], [5.724, -3.910, 7.754], [-4.317, 1.267, -8.121], [-5.346, 1.612, -8.666], [-3.496, 2.099, -7.449], [-2.281, 1.645, -6.798], [-3.853, 3.504, -7.375], [-3.965, 0.220, -8.125], [-2.325, 1.853, -5.733], [-1.413, 2.157, -7.220], [-2.160, 0.573, -6.943], [-4.825, 3.626, -6.895], [-3.919, 3.934, -8.375], [-3.095, 4.034, -6.801]]}



(5)
{"formula": "C3H5NO2S", "method": "ωB97M-V/def2-TZVPD", "gap_ev": 8.929, "smiles": "O=CN(C=S)CO", "de_lowest_ev": 2.089, "spin_multiplicity": 1, "elements": ["O", "C", "N", "C", "S", "C", "O", "H", "H", "H", "H", "H"], "positions_angstrom": [[-0.288, -1.238, -1.764], [0.225, -0.209, -1.436], [0.139, 0.251, -0.196], [1.137, 1.467, 0.251], [1.109, 1.888, 1.759], [-0.760, -0.411, 0.819], [-0.635, -1.793, 0.988], [0.838, 0.351, -2.227], [1.564, 1.849, -0.644], [-0.544, 0.255, 1.813], [-1.761, -0.263, 0.398], [-1.023, -2.147, 0.238]]}



(6)
{"formula": "C42H48Br2GeIrN3OSe", "method": "ωB97M-V/def2-TZVPD", "gap_ev": 6.769, "de_lowest_ev": 0.928, "spin_multiplicity": 1, "elements": ["Ir", "Br", "C", "C", "C", "Br", "C", "C", "C", "C", "N", "C", "C", "O", "H", "H", "H", "H", "C", "C", "C", "C", "N", "C", "Se", "N", "C", "C", "C", "C", "C", "C", "C", "C", "C", "C", "H", "H", "H", "H", "H", "H", "H", "H", "H", "H", "H", "H", "H", "H", "H", "H", "H", "H", "H", "H", "H", "H", "C", "C", "C", "C", "C", "C", "C", "C", "C", "C", "C", "C", "C", "C", "H", "H", "H", "H", "H", "H", "H", "H", "H", "H", "H", "C", "Ge", "C", "C", "C", "H", "H", "H", "H", "H", "H", "H", "H", "H", "H", "H"], "positions_angstrom": [[-0.124, 0.822, -0.351], [-3.485, -2.969, 0.451], [-3.757, -1.170, -0.045], [-5.057, -0.660, -0.130], [-5.290, 0.631, -0.525], [-7.077, 1.253, -0.659], [-4.215, 1.492, -0.838], [-4.320, 2.812, -1.338], [-3.185, 3.498, -1.662], [-1.921, 2.929, -1.425], [-1.791, 1.729, -0.892], [-2.917, 0.975, -0.671], [-2.645, -0.386, -0.331], [-1.422, -0.798, -0.335], [-5.889, -1.309, 0.105], [-5.298, 3.249, -1.487], [-3.234, 4.492, -2.084], [-1.007, 3.469, -1.623], [-0.756, 6.280, 0.180], [-0.740, 6.086, 1.693], [-1.838, 5.148, 2.189], [-1.601, 3.691, 1.811], [-0.439, 3.134, 2.491], [0.740, 2.814, 1.923], [1.163, 2.866, 0.067], [1.569, 2.396, 2.902], [2.965, 2.006, 2.761], [3.911, 3.012, 3.410], [3.856, 4.410, 2.800], [4.422, 4.482, 1.386], [0.898, 2.415, 4.119], [1.282, 2.019, 5.393], [0.328, 2.115, 6.390], [-0.966, 2.577, 6.123], [-1.349, 2.961, 4.850], [-0.385, 2.877, 3.853], [-0.026, 7.029, -0.127], [-1.741, 6.613, -0.157], [-0.509, 5.353, -0.340], [-0.853, 7.052, 2.191], [0.238, 5.700, 2.002], [-2.799, 5.446, 1.761], [-1.940, 5.234, 3.273], [-1.409, 3.589, 0.746], [-2.464, 3.066, 2.056], [3.152, 1.912, 1.694], [3.075, 1.019, 3.214], [4.924, 2.610, 3.317], [3.698, 3.070, 4.480], [4.413, 5.088, 3.451], [2.821, 4.772, 2.808], [5.434, 4.073, 1.355], [4.469, 5.514, 1.037], [3.808, 3.926, 0.677], [2.269, 1.629, 5.597], [0.583, 1.811, 7.396], [-1.687, 2.624, 6.928], [-2.355, 3.297, 4.643], [-0.142, -1.884, 5.135], [0.350, -3.111, 4.712], [0.585, -3.336, 3.364], [0.358, -2.338, 2.415], [-0.146, -1.111, 2.852], [-0.397, -0.892, 4.199], [0.579, -2.642, 0.987], [1.222, -1.902, 0.079], [1.311, -2.383, -1.330], [1.258, -1.487, -2.396], [1.361, -1.932, -3.706], [1.525, -3.282, -3.977], [1.582, -4.185, -2.923], [1.479, -3.738, -1.616], [-0.344, -1.708, 6.185], [0.540, -3.898, 5.431], [0.952, -4.302, 3.035], [-0.387, -0.349, 2.117], [-0.817, 0.054, 4.520], [0.135, -3.572, 0.648], [1.110, -0.428, -2.200], [1.306, -1.218, -4.519], [1.611, -3.629, -4.998], [1.720, -5.240, -3.120], [1.558, -4.445, -0.800], [4.655, 0.837, -0.565], [3.930, -0.829, 0.164], [4.671, -1.219, 1.937], [4.491, -2.264, -1.032], [1.953, -0.636, 0.429], [5.745, 0.785, -0.602], [4.371, 1.718, 0.007], [4.287, 0.972, -1.584], [5.716, -1.518, 1.851], [4.116, -2.037, 2.399], [4.620, -0.354, 2.597], [5.576, -2.189, -1.136], [4.036, -2.181, -2.017], [4.250, -3.245, -0.622], [1.780, 0.318, -0.152], [1.827, -0.399, 1.485]]}



(7)
{"formula": "C19H22N5PdS", "method": "ωB97M-V/def2-TZVPD", "gap_ev": 8.600, "de_lowest_ev": 0.000, "spin_multiplicity": 1, "total_charge": 1, "elements": ["Pd", "N", "C", "C", "C", "C", "C", "C", "C", "C", "C", "C", "C", "C", "H", "H", "H", "H", "H", "H", "H", "H", "H", "H", "N", "C", "S", "N", "C", "C", "C", "C", "C", "C", "H", "H", "H", "H", "H", "H", "H", "H", "N", "N", "H", "H", "H", "H"], "positions_angstrom": [[-0.531, -0.351, 0.090], [-1.966, -0.805, 1.565], [-1.369, -1.809, 2.419], [-1.969, -3.041, 2.593], [-1.335, -4.007, 3.362], [-0.112, -3.719, 3.949], [0.470, -2.472, 3.770], [-0.146, -1.487, 3.002], [0.465, -0.140, 2.811], [1.135, 0.423, 3.900], [1.783, 1.642, 3.795], [1.761, 2.320, 2.588], [1.083, 1.782, 1.501], [0.418, 0.561, 1.585], [-2.890, -1.080, 1.251], [-2.051, 0.076, 2.069], [-2.934, -3.245, 2.142], [-1.797, -4.974, 3.503], [0.393, -4.466, 4.545], [1.432, -2.264, 4.219], [1.135, -0.100, 4.849], [2.293, 2.061, 4.652], [2.262, 3.274, 2.486], [1.065, 2.341, 0.576], [2.664, -0.997, -0.547], [2.147, -0.462, -1.648], [0.735, 0.515, -1.584], [2.755, -0.635, -2.819], [3.981, -1.348, -3.024], [3.987, -2.441, -3.877], [5.174, -3.123, -4.101], [6.339, -2.721, -3.463], [6.324, -1.625, -2.611], [5.146, -0.925, -2.397], [2.206, -0.811, 0.333], [3.469, -1.603, -0.587], [2.241, -0.330, -3.631], [3.068, -2.753, -4.359], [5.187, -3.971, -4.771], [7.261, -3.258, -3.636], [7.236, -1.301, -2.128], [5.130, -0.044, -1.767], [-0.509, -2.489, -2.125], [-1.449, -1.605, -1.493], [-0.994, -3.114, -2.760], [-0.083, -3.051, -1.397], [-2.267, -2.120, -1.175], [-1.748, -0.932, -2.192]]}



(8)
{"formula": "C16H20BrN5O2Os", "method": "ωB97M-V/def2-TZVPD", "gap_ev": [5.718, 5.721], "de_lowest_ev": 0.000, "spin_multiplicity": 1, "total_charge": 4, "elements": ["Os", "O", "C", "C", "C", "N", "C", "Br", "C", "H", "H", "H", "H", "N", "C", "N", "C", "C", "C", "C", "C", "C", "H", "H", "H", "H", "H", "H", "C", "O", "H", "H", "H", "H", "C", "N", "C", "C", "N", "H", "H", "H", "H", "H", "H"], "positions_angstrom": [[0.030, -0.424, 1.099], [4.476, 2.207, -1.928], [3.557, 1.521, -1.352], [3.342, 0.124, -1.532], [2.343, -0.497, -0.860], [1.521, 0.199, 0.010], [1.743, 1.548, 0.145], [0.388, 2.200, 1.308], [2.697, 2.257, -0.472], [5.071, 1.726, -2.535], [3.977, -0.450, -2.197], [2.155, -1.556, -0.955], [2.837, 3.324, -0.339], [-3.817, 0.651, 0.495], [-2.679, 0.707, 1.110], [-1.795, -0.229, 0.588], [-2.496, -0.858, -0.499], [-2.125, -1.821, -1.420], [-3.092, -2.208, -2.347], [-4.371, -1.657, -2.359], [-4.744, -0.677, -1.444], [-3.771, -0.299, -0.537], [-4.631, 1.214, 0.741], [-2.478, 1.351, 1.952], [-1.130, -2.241, -1.463], [-2.839, -2.954, -3.089], [-5.086, -1.989, -3.101], [-5.734, -0.239, -1.446], [-0.139, -0.125, 4.258], [0.323, -0.847, 3.004], [0.443, -0.558, 5.068], [-1.202, -0.314, 4.364], [0.113, 0.919, 4.115], [0.428, -1.798, 3.188], [0.377, -5.537, -0.641], [0.277, -4.857, 0.686], [0.281, -5.734, 1.898], [0.196, -3.595, 0.776], [0.121, -2.425, 0.863], [1.287, -6.133, -0.646], [0.410, -4.797, -1.436], [-0.493, -6.179, -0.760], [1.241, -6.244, 1.948], [-0.525, -6.456, 1.789], [0.122, -5.136, 2.790]]}



(9)
{"formula": "C5H15NSi", "method": "ωB97M-V/def2-TZVPD", "gap_ev": [8.771, 6.974], "de_lowest_ev": 3.105, "spin_multiplicity": 1, "elements": ["C", "C", "C", "C", "C", "N", "Si", "H", "H", "H", "H", "H", "H", "H", "H", "H", "H", "H", "H", "H", "H", "H"], "positions_angstrom": [[-2.272, -0.729, 0.994], [-1.634, 0.153, -1.285], [2.638, 1.288, -0.492], [1.794, -1.687, 0.122], [-1.998, 0.527, 0.163], [-1.038, 1.336, 0.833], [1.805, 0.109, 0.731], [-2.596, -0.440, 1.990], [-3.047, -1.335, 0.531], [-1.361, -1.311, 1.089], [-0.698, -0.401, -1.285], [-1.505, 1.048, -1.890], [-2.412, -0.459, -1.732], [2.507, 2.323, -0.189], [3.709, 1.096, -0.550], [2.226, 1.182, -1.492], [2.803, -2.014, -0.132], [1.411, -2.361, 0.886], [1.179, -1.814, -0.765], [-2.942, 1.108, 0.117], [-0.747, 2.101, 0.226], [2.178, 0.279, 2.131]]}



(10)
{"formula": "C11H18N", "method": "ωB97M-V/def2-TZVPD", "gap_ev": [8.429, 8.430], "smiles": "C[C@@H]1CCC[N+]2=C[C@@]13[C@H]2C3(C)C", "de_lowest_ev": 6.018, "spin_multiplicity": 1, "total_charge": 1, "elements": ["C", "C", "C", "C", "C", "N", "C", "C", "C", "C", "C", "C", "H", "H", "H", "H", "H", "H", "H", "H", "H", "H", "H", "H", "H", "H", "H", "H", "H", "H"], "positions_angstrom": [[-0.751, 2.499, 0.569], [-0.690, 1.255, -0.178], [-2.019, 0.451, 0.069], [-2.358, -0.913, -0.631], [-1.474, -2.119, -0.054], [-0.310, -1.488, 0.344], [-0.134, -0.520, 1.175], [0.487, 0.472, 0.206], [0.592, -1.074, -0.785], [1.759, -0.183, -0.237], [2.630, 0.543, -1.270], [2.531, -0.762, 0.899], [0.108, 3.136, 0.559], [-1.062, 2.352, 1.633], [-1.527, 3.165, 0.077], [-0.710, 1.550, -1.222], [-2.839, 1.104, 0.009], [-2.056, 0.377, 1.275], [-3.360, -1.204, -0.330], [-2.281, -0.805, -1.655], [-1.855, -2.670, 0.823], [-1.087, -2.895, -0.754], [-0.502, -0.517, 2.156], [0.165, -1.030, -1.867], [2.050, 1.303, -1.629], [3.007, -0.141, -2.089], [3.518, 0.927, -0.571], [2.417, -0.237, 1.824], [3.632, -0.831, 0.557], [2.120, -1.742, 1.095]]}